Molecular formula: C8H8Cl2N2O3PrSc
Method: DFT, the ωB97M-V functional and the def2-TZVPD basis

The calculation puts the LUMO energy (spin up / spin down) at -17.075 / -17.075 eV. Its spin multiplicity is 3. Its net charge is +4. Its relative energy (zero: lowest compared OMol25 entry of this formula, charge and spin) is 11.0 kcal per mole. The HOMO energy (spin up / spin down) comes out at -20.41 / -20.42 eV.

Atoms and positions in Å:
Sc (0.39, -0.70, -6.28)
Pr (-0.49, -0.89, -0.44)
Cl (-1.28, -0.64, -4.69)
Cl (1.69, -1.71, -1.39)
C (-1.13, -2.58, 1.33)
C (-0.23, -0.14, -8.27)
C (-0.03, -2.54, -7.25)
O (-1.37, -3.18, 2.29)
O (-0.75, -0.45, -9.27)
O (-0.41, -3.27, -8.09)
C (2.41, 1.55, 3.93)
C (1.23, 1.09, 3.18)
C (-0.10, 1.53, 3.24)
C (-0.82, 0.86, 2.27)
N (0.06, 0.10, 1.53)
N (1.29, 0.18, 2.18)
C (-2.25, 0.91, 1.93)
H (2.61, 2.62, 3.73)
H (2.19, 1.54, 5.01)
H (3.32, 0.96, 3.71)
H (-0.50, 2.30, 3.89)
H (2.09, -0.40, 1.89)
H (-2.86, 0.99, 2.84)
H (-2.48, 1.83, 1.37)
H (-2.61, 0.05, 1.36)

=====

Molecular formula: C5H4NO2S
Method: DFT, the ωB97M-V functional and the def2-TZVPD basis

The calculation puts the LUMO energy (spin up / spin down) at 2.200 / 2.200 eV. Its net charge is -1. Its relative energy (zero: lowest compared OMol25 entry of this formula, charge and spin) is 38.2 kcal per mole. The HOMO energy (spin up / spin down) comes out at -4.35 / -4.35 eV.

Atoms and positions in Å:
C (1.06, 0.82, 0.61)
C (1.60, 0.15, -0.41)
C (0.01, 0.53, 1.44)
C (1.16, -1.12, -0.99)
C (-2.89, 0.09, -0.73)
N (-2.72, -0.94, -0.17)
O (-3.12, 1.07, -1.38)
O (1.86, -1.87, -1.67)
S (-0.88, -0.84, 1.66)
H (1.64, 1.81, 0.92)
H (2.58, 0.48, -0.86)
H (-0.54, 1.31, 2.19)
H (0.25, -1.50, -0.61)

=====

Molecular formula: C3H9NOS2
Method: DFT, the ωB97M-V functional and the def2-TZVPD basis

The calculation puts the LUMO energy at 0.282 eV. Its net charge is 0. Its relative energy (zero: lowest compared OMol25 entry of this formula, charge and spin) is 55.9 kcal per mole. The HOMO energy comes out at -8.85 eV. Its SMILES is N[C@H](CO)CSS.

Atoms and positions in Å:
N (-1.35, -0.64, -0.71)
C (-0.25, 0.27, -0.13)
C (-0.42, 1.68, -0.74)
O (-1.19, 2.54, 0.24)
C (1.17, -0.48, -0.32)
S (1.87, -1.15, 1.33)
S (0.64, -2.86, 1.58)
H (-1.11, -1.47, -0.16)
H (-2.35, -0.54, -0.49)
H (-0.41, 0.16, 0.93)
H (-1.04, 1.78, -1.66)
H (0.67, 2.12, -0.82)
H (-0.72, 3.32, 0.39)
H (1.10, -1.26, -1.01)
H (1.85, 0.34, -0.27)
H (1.54, -3.83, 1.82)

=====

Molecular formula: C4H7NO2
Method: DFT, the ωB97M-V functional and the def2-TZVPD basis

The calculation puts the LUMO energy at 0.753 eV. Its net charge is 0. Its relative energy (zero: lowest compared OMol25 entry of this formula, charge and spin) is 51.7 kcal per mole. The HOMO energy comes out at -9.57 eV. Its SMILES is CN1CC(=O)[C@@H]1O.

Atoms and positions in Å:
C (0.65, 0.61, 1.53)
N (-0.21, 0.54, 0.36)
C (0.47, 0.80, -0.92)
C (-0.10, -0.52, -1.43)
O (-0.27, -1.05, -2.50)
C (-0.61, -0.83, -0.02)
O (-1.95, -1.19, 0.07)
H (0.05, 0.48, 2.45)
H (1.44, -0.18, 1.50)
H (1.15, 1.59, 1.57)
H (1.57, 0.82, -0.87)
H (0.12, 1.70, -1.45)
H (-0.01, -1.57, 0.54)
H (-2.31, -1.22, -0.83)

=====

Molecular formula: C44H103N7O16
Method: DFT, the ωB97M-V functional and the def2-TZVPD basis

The calculation puts the LUMO energy at 3.907 eV. Its net charge is -2. The HOMO energy comes out at -1.79 eV.

Atoms and positions in Å:
C (8.06, -25.01, -2.15)
C (9.10, -24.19, -2.50)
C (8.81, -22.71, -2.88)
O (9.74, -21.99, -3.35)
C (7.65, -22.08, -2.72)
C (6.55, -22.82, -2.19)
C (6.66, -24.42, -2.06)
O (5.68, -25.13, -1.85)
O (5.50, -22.15, -1.85)
O (10.29, -24.66, -2.46)
H (8.35, -26.02, -1.91)
H (7.42, -21.07, -3.02)
C (4.66, -18.49, -2.83)
C (3.49, -19.35, -3.41)
C (3.70, -19.64, -4.95)
O (4.06, -18.43, -5.64)
C (3.90, -18.37, -7.03)
N (3.32, -20.50, -2.62)
H (5.57, -19.07, -2.65)
H (4.40, -17.97, -1.91)
H (4.76, -17.68, -3.55)
H (2.60, -18.73, -3.42)
H (2.82, -20.04, -5.44)
H (4.54, -20.29, -5.19)
H (3.68, -17.38, -7.42)
H (3.01, -18.93, -7.34)
H (4.71, -18.82, -7.61)
H (3.28, -20.27, -1.64)
H (4.14, -21.07, -2.51)
C (7.04, -23.66, 2.68)
C (6.18, -22.95, 1.66)
C (4.84, -22.30, 2.25)
O (3.89, -23.12, 2.95)
C (2.92, -23.77, 2.08)
N (6.99, -21.97, 0.89)
H (6.52, -24.40, 3.28)
H (7.70, -22.97, 3.22)
H (7.76, -24.27, 2.14)
H (5.82, -23.78, 1.06)
H (4.36, -21.72, 1.46)
H (4.94, -21.57, 3.05)
H (2.27, -23.05, 1.59)
H (2.45, -24.63, 2.55)
H (3.58, -24.22, 1.33)
H (6.26, -21.45, 0.44)
H (7.18, -22.58, 0.11)
C (2.15, -26.21, -4.04)
C (2.42, -24.72, -3.63)
C (1.88, -24.44, -2.16)
O (0.77, -25.25, -1.77)
C (0.06, -24.85, -0.59)
N (3.80, -24.40, -3.94)
H (1.20, -26.65, -3.72)
H (2.98, -26.86, -3.78)
H (2.10, -26.21, -5.13)
H (1.84, -24.20, -4.39)
H (1.74, -23.37, -2.08)
H (2.69, -24.70, -1.47)
H (0.78, -24.71, 0.21)
H (-0.62, -25.67, -0.36)
H (-0.42, -23.88, -0.73)
H (3.80, -23.40, -3.81)
H (4.36, -24.83, -3.22)
C (11.44, -20.81, -7.90)
C (12.00, -21.93, -6.97)
C (13.51, -22.29, -7.36)
O (14.00, -23.24, -6.38)
C (15.13, -23.89, -6.95)
N (11.74, -21.40, -5.64)
H (11.88, -19.86, -7.61)
H (10.40, -20.59, -7.64)
H (11.42, -20.98, -8.98)
H (11.56, -22.91, -7.18)
H (14.17, -21.43, -7.34)
H (13.49, -22.73, -8.35)
H (14.92, -24.67, -7.68)
H (15.53, -24.64, -6.26)
H (15.96, -23.23, -7.19)
H (10.73, -21.34, -5.66)
H (11.99, -20.45, -5.87)
C (7.58, -27.41, 0.57)
C (8.83, -27.94, -0.06)
O (9.19, -29.06, 0.69)
H (6.89, -27.08, -0.20)
H (7.81, -26.52, 1.16)
H (7.11, -28.23, 1.11)
H (9.54, -27.11, -0.09)
H (8.68, -28.31, -1.07)
H (9.71, -28.65, 1.39)
C (7.58, -23.62, -6.83)
C (7.12, -22.20, -6.75)
O (8.12, -21.48, -6.05)
H (7.76, -24.10, -5.87)
H (8.57, -23.77, -7.27)
H (6.93, -24.25, -7.45)
H (6.16, -22.14, -6.26)
H (7.01, -21.68, -7.71)
H (7.94, -21.75, -5.14)
C (14.77, -24.22, 0.54)
O (14.32, -24.75, -0.66)
C (14.59, -26.15, -0.85)
C (13.48, -26.66, -1.73)
N (13.71, -26.13, -3.13)
C (12.67, -26.70, -3.97)
C (12.65, -26.14, -5.45)
O (12.00, -24.84, -5.39)
C (10.68, -24.90, -5.72)
H (14.26, -23.26, 0.63)
H (15.83, -24.05, 0.36)
H (14.44, -24.70, 1.47)
H (14.56, -26.57, 0.15)
H (15.63, -26.11, -1.17)
H (12.63, -26.17, -1.25)
H (13.59, -27.74, -1.66)
H (14.57, -26.54, -3.46)
H (11.74, -26.45, -3.44)
H (12.80, -27.78, -3.95)
H (12.03, -26.82, -6.04)
H (13.71, -26.09, -5.73)
H (10.70, -25.30, -6.73)
H (10.13, -23.96, -5.75)
H (10.22, -25.62, -5.04)
C (8.19, -27.22, -6.79)
O (6.87, -27.69, -6.59)
C (6.10, -27.10, -5.55)
C (6.43, -27.81, -4.20)
N (6.30, -29.27, -4.23)
C (6.46, -29.99, -2.93)
C (6.51, -31.53, -3.14)
O (7.46, -32.21, -2.29)
C (7.25, -33.63, -2.14)
H (8.64, -26.97, -5.84)
H (8.17, -26.28, -7.34)
H (8.81, -28.03, -7.19)
H (5.06, -27.27, -5.82)
H (6.44, -26.08, -5.36)
H (5.69, -27.58, -3.43)
H (7.37, -27.48, -3.76)
H (5.42, -29.43, -4.69)
H (5.60, -29.85, -2.28)
H (7.31, -29.61, -2.37)
H (6.85, -31.69, -4.16)
H (5.54, -32.02, -3.03)
H (6.52, -33.99, -1.41)
H (8.14, -34.02, -1.65)
H (7.05, -34.10, -3.10)
C (11.20, -23.57, 0.19)
O (12.10, -22.67, -0.53)
C (11.76, -21.36, -0.19)
C (12.67, -20.36, -0.95)
N (12.38, -20.23, -2.43)
C (13.04, -19.12, -3.10)
C (14.46, -19.36, -3.46)
O (14.64, -20.50, -4.32)
C (15.95, -20.37, -5.00)
H (11.34, -23.54, 1.27)
H (11.45, -24.56, -0.18)
H (10.15, -23.35, 0.02)
H (12.02, -21.19, 0.86)
H (10.72, -21.08, -0.35)
H (13.72, -20.47, -0.68)
H (12.41, -19.40, -0.51)
H (11.43, -19.92, -2.60)
H (12.77, -18.24, -2.52)
H (12.60, -19.02, -4.09)
H (15.11, -19.43, -2.59)
H (14.80, -18.48, -4.00)
H (16.00, -19.64, -5.80)
H (16.16, -21.36, -5.40)
H (16.78, -20.13, -4.33)

=====

Molecular formula: C5H13N
Method: DFT, the ωB97M-V functional and the def2-TZVPD basis

The calculation puts the LUMO energy at 1.044 eV. Its net charge is 0. Its relative energy (zero: lowest compared OMol25 entry of this formula, charge and spin) is 71.2 kcal per mole. The HOMO energy comes out at -9.08 eV. Its SMILES is C=CC.CNC.

Atoms and positions in Å:
C (-2.77, -2.96, 1.37)
C (-3.15, -1.94, 0.51)
C (-2.30, -1.19, -0.40)
H (-3.51, -3.56, 1.88)
H (-1.59, -3.08, 1.32)
H (-4.17, -1.59, 0.54)
H (-1.44, -0.79, 0.14)
H (-1.91, -1.84, -1.31)
H (-2.92, -0.44, -0.81)
C (1.87, 1.84, 0.68)
N (2.01, 1.85, -0.88)
C (3.48, 1.77, -1.17)
H (1.64, 2.94, 1.12)
H (0.95, 1.26, 0.79)
H (2.62, 1.18, 1.27)
H (1.70, 2.76, -1.20)
H (4.03, 2.56, -0.65)
H (3.85, 1.69, -2.17)
H (3.83, 0.86, -0.67)

=====

Molecular formula: CH4Cl2SSi
Method: DFT, the ωB97M-V functional and the def2-TZVPD basis

The calculation puts the LUMO energy at -0.944 eV. Its net charge is 0. Its relative energy (zero: lowest compared OMol25 entry of this formula, charge and spin) is 81.0 kcal per mole. The HOMO energy comes out at -9.35 eV.

Atoms and positions in Å:
C (2.34, 1.80, -2.25)
Si (-0.97, -0.82, 0.35)
S (-0.61, -0.36, 2.37)
Cl (1.84, 2.54, -0.84)
Cl (-2.46, 0.44, -0.39)
H (2.42, 0.74, -1.94)
H (-1.45, -2.38, 0.36)
H (0.39, -0.68, -0.45)
H (-1.50, -1.28, 2.79)

=====

Molecular formula: H12O6
Method: DFT, the ωB97M-V functional and the def2-TZVPD basis

The calculation puts the LUMO energy at 0.161 eV. Its net charge is 0. Its relative energy (zero: lowest compared OMol25 entry of this formula, charge and spin) is 122.9 kcal per mole. The HOMO energy comes out at -8.78 eV. Its SMILES is O.O.O.O.O.O.

Atoms and positions in Å:
O (0.55, 0.13, -0.65)
H (0.75, 1.03, -0.76)
H (0.58, -0.13, -1.58)
O (2.18, 1.51, 1.12)
H (3.02, 1.13, 1.32)
H (1.79, 1.91, 1.97)
O (0.00, -2.16, -0.45)
H (-0.04, -2.09, -1.44)
H (0.89, -2.40, -0.24)
O (2.02, -0.84, 0.12)
H (2.12, -0.59, -0.86)
H (2.71, -0.34, 0.55)
O (-3.34, -1.04, 1.41)
H (-3.28, -0.92, 0.41)
H (-2.78, -1.77, 1.56)
O (-2.67, 1.95, -0.64)
H (-1.88, 2.48, -0.28)
H (-2.59, 2.16, -1.57)

=====

no.,electronic energy (Eh)
1,-2841.4043
2,-796.3285
3,-1045.9965
4,-361.7985
5,-3324.9306
6,-252.9497
7,-1648.4766
8,-458.4766